Record 1
25
Properties=species:S:1:pos:R:3:forces:R:3 method="wB97M-V/def2-TZVPD" homo_energy_ha="-0.4225 / -0.4265" de_lowest_kcal_mol=93.7 e_lumo_ev="-5.05 / -4.77" mol_weight_g_mol=304.1 gap_ev="6.450 / 6.837" charge=+1 e_tot_ha=-886.3846
C -1.779 -2.863 -0.042 -0.309 -0.519 -0.395
C -0.532 -3.366 0.296 1.588 2.863 -1.033
C -2.041 -1.543 -0.413 0.668 -0.670 0.072
C 0.537 -2.463 0.177 -4.119 0.593 -0.232
C -1.013 -0.654 -0.608 0.887 -1.855 1.920
C 0.299 -1.146 -0.239 0.442 0.443 -0.960
C 1.179 2.381 0.062 -1.174 0.240 1.858
C -1.180 0.786 -0.660 -2.403 1.101 -3.026
C 0.447 1.520 0.960 -1.707 0.844 -3.700
N 1.250 -0.210 -0.449 0.000 1.016 -0.135
N 2.394 2.728 0.434 1.972 -0.788 0.233
N -0.865 1.375 0.614 -1.156 -0.595 1.888
O 0.597 3.070 -0.922 -0.488 -1.447 -0.315
I 3.228 -0.431 -0.105 0.045 -0.760 0.138
H -2.601 -3.526 -0.111 -0.771 -0.617 0.353
H -0.219 -4.325 0.581 -0.586 -1.452 0.420
H -3.059 -1.271 -0.539 -0.724 0.337 -0.290
H 1.424 -2.659 0.600 3.396 -1.000 0.976
H -0.583 1.153 -1.545 -0.505 -0.167 0.955
H -2.286 1.033 -0.856 1.609 -0.319 0.036
H 0.837 1.276 1.870 0.805 -0.565 2.317
H 3.010 2.153 1.173 -2.146 1.753 -2.445
H 2.869 3.274 -0.290 0.353 -0.123 0.686
H -0.282 2.650 -1.267 2.215 1.053 1.269
H -1.633 1.057 1.280 2.105 0.635 -0.588

Record 2
16
Properties=species:S:1:pos:R:3:forces:R:3 method="wB97M-V/def2-TZVPD" homo_energy_ha=-0.5113 de_lowest_kcal_mol=130.7 e_lumo_ev=-4.68 mol_weight_g_mol=101.1 gap_ev=9.236 smiles="CC1(C)[NH2+][C@H]1N=O" charge=+1 e_tot_ha=-342.1489
C -0.651 1.482 0.198 -0.664 1.447 1.603
C 0.067 0.204 0.084 2.490 -3.114 -0.419
C 1.470 0.244 0.631 2.109 0.221 0.950
N -0.559 -1.093 0.576 2.401 -1.165 -0.329
C -0.083 -1.041 -0.840 -1.940 2.019 -1.086
N -1.262 -0.567 -1.688 -0.557 -1.060 -0.693
O -1.222 -0.802 -2.859 0.608 0.082 1.490
H -0.353 1.780 1.244 -0.260 0.112 -0.881
H -1.752 1.494 0.248 0.503 -0.322 -0.680
H -0.249 2.284 -0.458 -0.319 -0.802 0.177
H 1.439 -0.214 1.694 0.484 1.363 -1.491
H 1.860 1.305 0.565 -0.593 -1.131 0.759
H 2.277 -0.301 0.052 -1.312 0.164 0.481
H -1.520 -1.203 0.648 -2.528 0.078 0.240
H -0.042 -1.774 1.201 -0.536 1.332 -0.838
H 0.580 -1.799 -1.296 0.114 0.776 0.717

Record 3
124
Properties=species:S:1:pos:R:3:forces:R:3 method="wB97M-V/def2-TZVPD" homo_energy_ha=-0.3412 e_lumo_ev=0.35 mol_weight_g_mol=842.2 gap_ev=9.631 smiles="COCCCC[C@H]1CC(=O)O[C@@H]1CCO[Si](C)(C)C.c1ccncc1.c1ccncc1.c1ccncc1.c1ccncc1.c1ccncc1.c1ccncc1.c1ccncc1" e_tot_ha=-2878.7124
C 0.952 -3.551 1.316 -0.029 0.014 0.122
O 0.576 -3.857 -0.011 0.088 -0.051 0.068
C 1.580 -3.757 -1.006 -0.008 -0.032 -0.364
C 1.454 -2.506 -1.862 0.326 -0.013 -0.084
C 1.709 -1.199 -1.097 -0.332 0.248 -0.030
C 0.717 -0.059 -1.430 0.337 0.237 0.091
C 0.152 0.590 -0.182 -0.091 0.148 0.534
C 0.985 1.674 0.514 -0.151 0.008 -0.186
C -0.013 2.144 1.550 0.422 -0.131 0.021
O 0.218 2.669 2.600 -0.169 0.060 0.189
O -1.268 1.861 1.119 0.106 0.185 -0.234
C -1.147 1.384 -0.263 -0.024 0.216 -0.083
C -2.407 0.674 -0.748 0.023 0.061 0.142
C -3.494 0.544 0.318 -0.072 0.152 -0.052
O -4.539 -0.290 -0.156 -0.014 -0.060 -0.028
Si -4.639 -1.864 0.379 0.024 -0.310 0.089
C -2.998 -2.710 0.054 0.033 0.388 0.010
C -5.978 -2.758 -0.554 -0.005 -0.017 -0.035
C -5.046 -1.889 2.202 0.012 0.160 0.147
H 0.563 -2.573 1.623 0.029 -0.039 -0.041
H 2.040 -3.544 1.440 -0.047 -0.015 -0.017
H 0.531 -4.307 1.984 0.021 0.046 -0.065
H 1.467 -4.634 -1.656 -0.003 0.039 0.065
H 2.587 -3.810 -0.572 -0.103 0.036 0.127
H 2.208 -2.603 -2.653 -0.117 0.016 0.001
H 0.478 -2.499 -2.359 -0.015 -0.027 0.178
H 1.664 -1.387 -0.020 0.036 -0.020 -0.093
H 2.715 -0.850 -1.325 0.044 -0.186 0.170
H -0.089 -0.437 -2.066 0.008 0.064 0.053
H 1.253 0.724 -1.981 -0.245 -0.095 -0.216
H -0.038 -0.150 0.613 -0.025 -0.316 -0.391
H 1.131 2.519 -0.176 0.210 -0.151 -0.025
H 1.946 1.397 0.942 -0.124 -0.050 0.089
H -0.968 2.294 -0.850 -0.099 -0.165 -0.169
H -2.828 1.232 -1.589 0.006 -0.092 0.040
H -2.141 -0.316 -1.128 -0.045 0.007 0.139
H -3.916 1.532 0.526 0.025 -0.088 0.049
H -3.080 0.180 1.265 0.026 -0.070 -0.088
H -2.999 -3.759 0.357 0.034 0.039 -0.037
H -2.191 -2.193 0.588 -0.003 -0.173 0.006
H -2.764 -2.641 -1.014 0.000 -0.171 0.067
H -6.265 -3.630 0.046 0.004 0.042 -0.074
H -5.619 -3.125 -1.519 -0.083 0.062 0.011
H -6.876 -2.159 -0.719 0.058 -0.020 0.013
H -4.561 -1.071 2.744 0.014 -0.069 -0.032
H -6.124 -1.774 2.351 0.067 -0.028 -0.003
H -4.733 -2.825 2.674 -0.058 0.030 -0.060
C -2.387 6.656 1.022 -0.010 0.001 0.012
C -1.673 5.551 1.452 -0.001 0.008 -0.020
C -2.253 4.698 2.383 -0.095 -0.032 -0.076
N -3.469 4.894 2.893 0.002 0.097 -0.087
C -4.144 5.963 2.470 -0.006 -0.021 0.010
C -3.656 6.867 1.540 0.025 0.000 -0.012
H -1.966 7.341 0.297 -0.002 0.003 -0.001
H -0.678 5.345 1.079 0.005 -0.011 0.015
H -1.722 3.814 2.704 -0.022 0.075 0.152
H -5.130 6.104 2.902 0.000 0.015 -0.011
H -4.255 7.715 1.236 -0.009 -0.002 0.004
C -4.057 5.783 7.296 0.010 0.007 -0.002
C -4.847 5.916 8.427 0.003 0.000 -0.007
C -6.225 5.850 8.281 -0.017 -0.003 -0.009
N -6.834 5.665 7.112 0.006 0.003 0.004
C -6.059 5.539 6.036 -0.027 -0.008 -0.005
C -4.673 5.590 6.070 0.006 0.047 0.033
H -2.978 5.827 7.368 0.002 -0.001 -0.001
H -4.409 6.068 9.404 -0.006 -0.003 0.006
H -6.875 5.949 9.144 0.013 0.004 0.010
H -6.579 5.384 5.097 0.019 -0.006 -0.010
H -4.099 5.477 5.159 -0.020 -0.081 0.049
C 7.108 -0.938 -3.722 0.011 -0.004 -0.002
C 7.021 -1.156 -2.357 0.012 -0.056 -0.043
C 5.780 -1.454 -1.813 0.003 -0.039 0.047
N 4.664 -1.528 -2.534 0.043 -0.059 -0.124
C 4.761 -1.318 -3.846 0.023 0.038 0.029
C 5.956 -1.026 -4.487 0.006 0.048 0.012
H 8.058 -0.699 -4.183 0.004 -0.009 -0.003
H 7.894 -1.090 -1.721 -0.006 -0.013 0.014
H 5.666 -1.628 -0.747 0.020 0.018 0.000
H 3.834 -1.375 -4.407 0.011 -0.023 -0.016
H 5.976 -0.861 -5.555 -0.006 -0.004 -0.003
C 8.070 1.186 1.731 -0.013 0.008 -0.025
C 6.836 1.376 2.330 0.012 0.006 -0.006
C 5.956 0.303 2.389 -0.012 -0.018 -0.015
N 6.235 -0.902 1.898 -0.014 0.018 -0.030
C 7.425 -1.070 1.326 -0.026 -0.022 -0.039
C 8.374 -0.064 1.214 -0.017 0.022 0.004
H 8.784 1.998 1.668 0.003 0.000 0.004
H 6.554 2.334 2.745 -0.010 -0.002 0.004
H 4.982 0.416 2.850 0.001 0.018 0.002
H 7.621 -2.061 0.929 0.057 0.002 0.022
H 9.323 -0.258 0.733 0.010 -0.015 0.023
C -4.605 -0.470 -5.307 0.007 0.000 0.003
C -4.605 -0.412 -3.923 0.013 -0.006 -0.013
C -5.813 -0.544 -3.253 -0.080 0.006 0.010
N -6.980 -0.723 -3.871 0.021 -0.006 -0.032
C -6.965 -0.774 -5.201 -0.009 -0.008 0.019
C -5.811 -0.655 -5.962 0.008 0.002 0.000
H -3.682 -0.372 -5.865 0.001 -0.001 -0.002
H -3.690 -0.268 -3.363 -0.007 -0.009 0.011
H -5.844 -0.504 -2.171 0.047 0.069 -0.016
H -7.927 -0.919 -5.681 0.007 -0.002 -0.017
H -5.862 -0.706 -7.041 -0.010 0.001 -0.002
C 1.593 -7.777 -1.416 0.000 -0.003 0.001
C 0.444 -7.425 -0.725 0.012 0.066 0.024
C -0.534 -8.392 -0.541 -0.008 -0.020 -0.007
N -0.433 -9.640 -0.993 0.003 0.002 0.003
C 0.675 -9.961 -1.656 -0.016 -0.007 0.005
C 1.713 -9.072 -1.892 0.004 0.011 0.002
H 2.381 -7.053 -1.580 0.003 -0.001 0.002
H 0.306 -6.423 -0.337 -0.016 0.001 -0.009
H -1.445 -8.155 -0.003 0.002 0.018 -0.001
H 0.733 -10.983 -2.015 0.016 0.002 -0.006
H 2.591 -9.392 -2.436 -0.003 -0.008 -0.003
C 6.144 3.284 -1.232 -0.017 0.015 -0.015
C 5.457 4.454 -1.512 0.003 -0.010 0.004
C 4.191 4.360 -2.074 -0.013 -0.003 -0.005
N 3.597 3.204 -2.364 -0.014 -0.001 0.024
C 4.273 2.088 -2.094 -0.040 -0.037 0.012
C 5.541 2.074 -1.531 -0.050 0.031 0.056
H 7.131 3.314 -0.786 0.001 -0.001 0.000
H 5.886 5.423 -1.298 -0.009 0.007 -0.002
H 3.624 5.255 -2.302 0.014 0.012 0.005
H 3.773 1.155 -2.335 0.022 -0.010 0.009
H 6.028 1.132 -1.325 0.031 0.013 0.011

Record 4
12
Properties=species:S:1:pos:R:3:forces:R:3 method="wB97M-V/def2-TZVPD" homo_energy_ha="-0.3285 / -0.3580" de_lowest_kcal_mol=71.9 e_lumo_ev="-0.86 / -1.23" mol_weight_g_mol=103.2 gap_ev="8.081 / 8.513" e_tot_ha=-561.9493
C -2.008 -0.752 -0.551 1.483 1.537 0.943
C -0.152 1.752 -1.077 3.493 -2.097 1.114
C 1.495 -1.582 1.155 -1.362 -0.815 1.083
N -2.776 -1.448 -1.000 -1.929 -1.799 -1.128
F -1.326 1.266 1.325 0.339 -1.341 -0.832
Si -0.707 0.336 0.102 1.421 1.528 1.506
H 0.560 2.381 -0.410 -1.504 -0.700 -1.167
H 0.539 1.292 -1.863 -1.069 0.735 0.777
H -0.966 2.258 -1.513 -0.868 0.769 -0.362
H 1.283 -2.614 1.453 -1.221 0.027 -0.868
H 2.095 -1.576 0.307 0.908 0.464 -1.493
H 1.963 -1.314 2.073 0.309 1.691 0.427

Record 5
17
Properties=species:S:1:pos:R:3:forces:R:3 method="wB97M-V/def2-TZVPD" homo_energy_ha=-0.3218 de_lowest_kcal_mol=139.3 e_lumo_ev=-0.16 mol_weight_g_mol=148.2 gap_ev=8.601 smiles="CS[C@H]1[C@@H]([N+](=O)[O-])N1C" e_tot_ha=-815.1850
C -0.235 -2.160 -1.237 -0.622 -0.793 -1.653
S 0.089 -2.030 0.520 -0.084 -0.810 0.526
C -0.207 -0.286 0.931 1.782 -1.357 -0.507
C 0.896 0.793 0.816 -2.903 -2.320 -1.871
N 2.162 0.477 0.198 -0.058 -1.156 -2.244
O 3.120 1.113 0.585 0.047 0.028 0.368
O 2.211 -0.391 -0.702 -0.281 1.611 1.725
N -0.504 0.551 -0.124 3.288 0.578 0.761
C -1.511 1.519 0.077 0.006 3.246 2.820
H -1.129 -1.665 -1.527 -1.294 0.584 0.380
H -0.436 -3.194 -1.712 0.873 1.218 1.597
H 0.449 -1.613 -1.858 1.055 -0.145 0.033
H -0.731 -0.193 1.854 -0.632 -0.007 0.652
H 0.949 1.517 1.593 -0.120 0.727 0.069
H -0.959 2.503 0.308 -1.078 -0.986 -0.907
H -2.099 1.642 -0.835 -0.308 -0.088 0.492
H -2.065 1.420 1.112 0.328 -0.331 -2.241

Record 6
36
Properties=species:S:1:pos:R:3:forces:R:3 method="wB97M-V/def2-TZVPD" homo_energy_ha="-0.5867 / -0.5851" e_lumo_ev="-10.96 / -10.67" mol_weight_g_mol=253.1 gap_ev="5.002 / 5.247" charge=+2 e_tot_ha=-796.8500
C -0.969 -2.440 -0.604 0.970 -0.470 -0.392
N -0.162 -1.358 -0.734 -0.240 -0.372 0.703
N 1.046 -1.818 -1.224 -0.238 0.299 0.097
C 0.935 -3.117 -1.531 -0.233 0.524 0.717
C -0.317 -3.562 -1.123 -0.333 0.102 0.199
B 2.313 -0.931 -1.305 -0.209 0.276 -0.872
N 1.797 0.402 -1.889 -0.260 0.284 0.327
N 0.712 1.058 -1.338 0.386 0.051 0.133
C 0.560 2.209 -2.039 0.925 -0.792 -0.106
C 1.524 2.270 -3.048 -0.229 0.094 0.174
C 2.275 1.104 -2.932 -0.370 0.308 0.493
Be -0.383 0.261 -0.198 3.509 -0.898 -2.123
N 2.923 -0.673 0.137 2.315 -0.677 0.162
N 2.065 -0.092 1.020 -0.082 0.361 1.974
C 2.691 0.005 2.188 -0.950 0.140 -0.709
C 3.999 -0.468 2.066 -0.163 0.502 1.822
C 4.116 -0.894 0.742 -1.899 -0.363 -3.524
H 2.188 0.374 3.060 -0.023 0.212 0.174
H 4.952 -1.324 0.213 0.026 -0.052 -0.023
H 4.733 -0.507 2.844 0.362 -0.055 0.140
H 3.170 -1.410 -1.992 -0.210 -0.019 0.096
H 3.116 0.725 -3.506 -0.218 0.181 0.141
H 1.774 -3.619 -1.982 -0.048 -0.165 -0.011
H 1.645 3.078 -3.748 0.060 -0.116 -0.079
H -0.669 -4.579 -1.157 -0.147 0.089 -0.110
H -0.196 2.929 -1.761 0.168 -0.114 -0.266
H -1.921 -2.390 -0.094 -0.027 0.147 -0.316
H -0.884 2.315 0.727 0.252 -0.392 -0.375
C -1.611 1.920 0.017 -1.212 0.710 0.169
H -1.906 2.777 -0.595 0.125 -0.401 -0.399
H -1.312 1.105 -0.713 -1.845 1.925 -0.445
H -2.510 1.634 0.555 0.055 -0.221 -0.038
C -0.788 -0.063 1.515 -0.276 -1.764 4.511
H -1.849 -0.278 1.726 0.215 0.277 -0.844
H -0.448 0.786 2.131 -0.010 0.068 -0.843
H -0.209 -0.948 1.819 -0.148 0.323 -0.556